{"formula": "C14H40N2O8", "method": "ωB97M-V with the def2-TZVPD basis set", "multiplicity": 1, "e_lumo_ev": 0.521, "e_above_lowest_kcal_mol": 71.4, "homo_energy_ev": -8.82, "smiles": "COC[C@H](C)N.COC[C@H](C)N.OCCO.OCCO.OCCO", "gap_ev": 9.34, "fmax_ev_per_a": 3.9, "total_charge": 0, "total_energy_ev": -34521.668, "species": ["C", "O", "C", "C", "C", "N", "H", "H", "H", "H", "H", "H", "H", "H", "H", "H", "H", "C", "O", "C", "C", "C", "N", "H", "H", "H", "H", "H", "H", "H", "H", "H", "H", "H", "O", "C", "C", "O", "H", "H", "H", "H", "H", "H", "O", "C", "C", "O", "H", "H", "H", "H", "H", "H", "O", "C", "C", "O", "H", "H", "H", "H", "H", "H"], "coordinates": [[-0.237, -2.815, 1.228], [-0.413, -2.996, 2.616], [0.736, -3.199, 3.416], [0.581, -2.386, 4.707], [0.922, -0.887, 4.455], [1.528, -2.879, 5.694], [0.220, -3.672, 0.733], [0.375, -1.977, 0.893], [-1.248, -2.615, 0.874], [0.702, -4.287, 3.475], [1.700, -2.963, 2.965], [-0.440, -2.582, 5.033], [0.171, -0.483, 3.776], [1.919, -0.558, 4.159], [0.692, -0.231, 5.294], [1.106, -3.793, 5.782], [1.429, -2.546, 6.642], [-5.120, 0.742, -2.317], [-3.669, 0.739, -2.072], [-3.206, -0.582, -1.885], [-1.652, -0.558, -1.614], [-0.957, -1.945, -1.832], [-1.576, -0.119, -0.226], [-5.373, 0.282, -3.272], [-5.667, 1.671, -2.478], [-5.681, 0.182, -1.568], [-3.632, -1.154, -1.061], [-3.425, -1.197, -2.758], [-1.150, 0.118, -2.307], [-0.790, -2.070, -2.902], [-1.622, -2.741, -1.496], [-0.007, -2.064, -1.312], [-1.974, 0.810, -0.208], [-2.088, -0.772, 0.350], [2.608, -0.074, 0.809], [1.418, 0.747, 0.861], [1.752, 2.172, 1.026], [0.743, 2.883, 1.717], [2.979, -0.261, -0.056], [0.806, 0.619, -0.031], [0.808, 0.338, 1.667], [2.103, 2.643, 0.108], [2.675, 2.172, 1.606], [1.114, 3.654, 2.153], [5.247, -0.140, -3.497], [4.154, 0.684, -3.077], [2.912, 0.019, -2.568], [3.282, -1.102, -1.872], [5.980, 0.467, -3.630], [4.606, 1.329, -2.324], [3.875, 1.453, -3.797], [2.462, -0.434, -3.452], [1.976, 0.505, -2.293], [4.005, -1.422, -2.416], [-2.505, 2.874, -3.012], [-2.232, 3.881, -2.004], [-1.150, 3.350, -0.982], [-1.807, 2.808, 0.159], [-2.923, 2.099, -2.630], [-1.829, 4.730, -2.556], [-3.136, 4.205, -1.489], [-0.499, 4.100, -0.533], [-0.437, 2.685, -1.470], [-1.142, 2.541, 0.798]], "forces_ev_per_a": [[-0.25, 0.10, 0.04], [0.07, 1.25, -0.48], [-0.07, -0.47, -0.31], [1.21, 1.56, -0.26], [-1.97, 0.45, 0.07], [-0.19, -1.81, -0.14], [-0.26, -0.51, 0.02], [0.17, 0.43, 0.66], [0.17, -0.38, -0.29], [0.60, -0.27, 1.21], [-0.09, 0.37, -0.46], [-0.35, 0.73, -0.03], [0.23, -0.09, -0.70], [0.11, -0.92, -0.31], [0.08, -0.46, 0.75], [0.88, -1.03, 0.51], [-0.25, 0.92, -0.10], [-0.05, -0.75, -0.58], [-2.47, -0.21, 0.36], [1.82, -1.04, -1.45], [-0.99, -1.07, 0.48], [-1.07, 0.66, -0.16], [1.42, 0.23, -0.52], [0.59, -0.65, -0.19], [1.18, 0.83, 0.74], [0.38, -0.01, 0.35], [-0.44, 0.51, 0.39], [-0.16, 0.11, -0.54], [-0.19, 0.51, 0.28], [0.01, -0.18, 0.00], [0.02, -0.19, 0.00], [-0.06, 0.38, -0.01], [-0.31, 0.16, 0.61], [-0.15, 0.26, 0.16], [-0.37, 0.50, 0.87], [-0.05, -1.84, -1.25], [1.91, 0.86, 1.15], [-0.57, -0.02, -0.31], [-0.38, 0.06, -0.42], [-0.02, -0.28, -0.10], [0.12, 0.34, 0.21], [-0.65, 0.19, -0.51], [0.10, 0.03, 0.48], [0.04, -0.02, -0.09], [-1.33, -0.66, -0.31], [0.71, 3.58, 0.93], [-0.51, -1.50, -3.60], [0.21, -1.10, 2.32], [0.08, -0.17, 0.00], [-0.23, -0.02, 0.78], [-0.13, -0.37, -0.78], [-0.15, 0.12, -1.08], [0.87, 0.91, 1.30], [0.40, -0.68, 0.41], [0.49, 1.63, 0.18], [1.31, -1.52, -0.20], [-0.58, 1.18, 0.43], [-0.71, -0.67, -0.55], [-0.11, -0.24, 0.41], [0.04, -0.01, 0.06], [0.01, -0.14, 0.21], [-0.05, 0.85, -0.60], [-0.37, -0.60, -0.28], [0.35, 0.14, 0.24]]}